C26H41BCl6CsF6NaO15PS | ωB97M-V/def2-TZVPD

Output
- 2S+1 = 1
- total charge = -1

Each line ends with the Löwdin charge.
Positions of all 99 atoms, in Å:
C1 -6.248 -1.201 0.631  -0.04
C2 -5.381 -1.435 -0.658  -0.19
O1 -4.136 -2.157 -0.373  -0.11
C3 -3.464 -2.173 -1.611  -0.23
C4 -2.355 -3.185 -1.608  -0.11
O2 -1.336 -2.981 -0.584  -0.02
C5 -1.091 -1.709 -0.235  -0.33
C6 -0.579 -0.727 -1.043  -0.51
Cl1 -0.200 -1.046 -2.690  0.87
C7 -0.282 0.730 -0.532  -0.31
O3 0.570 1.341 -1.132  0.10
C8 -1.098 1.181 0.721  -0.04
C9 -1.386 2.466 1.051  -0.05
B1 -0.918 3.696 0.155  -0.62
O4 -1.751 4.135 -0.884  0.15
O5 0.204 4.366 0.425  0.11
C10 1.099 3.575 1.220  -0.06
C11 -2.119 2.794 2.201  0.00
C12 -2.602 1.856 3.101  -0.03
C13 -2.367 0.547 2.827  -0.19
C14 -2.959 -0.497 3.883  0.00
C15 -1.617 0.160 1.622  -0.04
C16 -1.389 -1.328 1.284  -0.34
O6 -1.392 -2.236 2.116  0.05
H1 -7.168 -0.712 0.308  0.10
H2 -5.781 -0.557 1.395  0.03
H3 -6.527 -2.179 1.008  0.08
H4 -6.042 -1.976 -1.341  0.13
H5 -5.074 -0.507 -1.155  0.11
H6 -4.192 -2.491 -2.375  0.14
H7 -3.134 -1.185 -1.945  0.09
H8 -2.799 -4.164 -1.417  0.14
H9 -1.876 -3.250 -2.587  0.11
H10 -1.311 3.866 -1.700  0.10
H11 0.625 3.363 2.187  0.06
H12 1.379 2.617 0.773  0.08
H13 2.032 4.119 1.374  0.10
H14 -2.300 3.837 2.422  0.12
H15 -3.153 2.122 3.991  0.13
H16 -3.556 0.005 4.645  0.09
H17 -3.639 -1.241 3.423  0.07
H18 -2.150 -1.020 4.385  0.09
Na1 -4.285 -0.513 1.849  0.51
O7 2.772 -2.690 -3.394  -0.59
H19 2.065 -2.629 -2.749  -0.27
C17 3.189 -4.698 0.068  -0.04
C18 2.678 -3.311 0.380  -0.78
O8 3.742 -2.367 0.301  -0.35
H20 3.980 -4.975 0.767  0.08
H21 2.385 -5.431 0.134  0.09
H22 3.616 -4.733 -0.936  0.09
H23 2.273 -3.267 1.383  -0.11
H24 1.884 -3.011 -0.326  0.04
H25 4.091 -2.404 -0.607  0.11
F1 -8.272 -3.769 2.564  -0.21
P1 -7.591 -3.303 3.997  0.37
F2 -6.538 -4.542 3.738  -0.20
F3 -7.218 -2.020 4.963  -0.21
F4 -7.770 -4.150 5.394  -0.20
F5 -9.158 -2.853 4.223  -0.20
F6 -6.549 -2.434 3.018  -0.25
O9 -5.017 0.777 -3.533  0.10
C19 -4.205 0.886 -4.414  -0.52
O10 -4.432 1.749 -5.417  0.01
C20 -3.454 2.090 -6.403  -0.23
C21 -3.452 1.100 -7.550  -0.06
C22 -2.981 0.004 -4.457  0.00
H26 -2.468 2.202 -5.951  0.11
H27 -3.740 3.073 -6.772  0.12
H28 -3.179 0.099 -7.216  0.07
H29 -2.746 1.411 -8.321  0.08
H30 -4.447 1.032 -7.991  0.08
H31 -3.233 -0.937 -4.945  0.11
H32 -2.672 -0.195 -3.441  0.02
H33 -2.127 0.457 -4.956  0.07
Cs1 1.735 -1.569 1.312  1.78
C23 7.385 -0.902 3.166  -1.55
Cl2 8.743 -1.936 3.617  0.54
Cl3 6.030 -1.885 2.591  0.53
Cl4 6.900 0.112 4.516  0.58
H34 7.704 -0.256 2.359  -0.02
C24 5.393 1.874 -1.333  -0.99
Cl5 5.938 0.538 -0.307  0.53
Cl6 5.327 3.400 -0.441  0.53
H35 6.083 1.981 -2.162  0.03
H36 4.401 1.643 -1.702  0.03
C25 10.218 2.478 0.422  -0.16
C26 8.994 3.363 0.485  -0.18
O11 8.391 3.053 1.747  -0.20
S1 9.533 2.682 2.808  0.60
O12 9.826 3.825 3.587  -0.20
O13 9.206 1.436 3.394  -0.28
O14 10.731 2.468 1.759  -0.18
H37 9.954 1.453 0.149  0.13
H38 10.968 2.854 -0.268  0.14
H39 8.297 3.173 -0.325  0.10
H40 9.266 4.421 0.489  0.14
O15 -0.508 3.750 3.929  -0.43
H41 -0.191 4.571 3.532  -0.11

Forces on atoms 1 to 2 (eV/Å):
0.6 -0.2 -1.7
-0.2 0.7 1.5

C38H33BrFINO4P2SSn | ωB97M-V/def2-TZVPD

Output
- 2S+1 = 1
- total charge = +1
- energy above the lowest of the compared OMol25 structures with the same formula, charge and spin (kcal per mole) = 31.2

Each line ends with the Löwdin charge.
Positions of all 83 atoms, in Å:
Sn1 1.452 1.297 0.470  1.08
C1 -1.471 0.858 -1.769  0.10
N1 -1.959 -0.192 -1.211  -0.08
C2 -2.231 -0.202 0.237  -0.21
P1 -0.725 -0.279 1.328  1.00
C3 -1.376 0.461 2.855  -0.37
C4 -0.993 -0.098 4.076  -0.11
C5 -1.410 0.472 5.266  -0.07
C6 -2.208 1.607 5.251  -0.07
C7 -2.561 2.187 4.043  -0.06
C8 -2.136 1.628 2.848  -0.09
C9 -0.531 -2.039 1.691  -0.41
C10 -1.518 -2.802 2.321  -0.10
C11 -1.327 -4.159 2.507  -0.06
C12 -0.151 -4.761 2.071  -0.06
C13 0.832 -4.010 1.449  -0.05
C14 0.644 -2.647 1.256  -0.09
C15 -2.256 -1.379 -1.981  -0.23
C16 -2.886 -1.241 -3.206  -0.01
C17 -3.111 -2.376 -3.970  -0.04
C18 -2.718 -3.621 -3.501  -0.06
C19 -2.104 -3.739 -2.262  -0.05
C20 -1.871 -2.615 -1.486  -0.01
P2 1.440 0.766 -2.583  0.95
C21 1.690 -0.641 -3.684  -0.35
C22 0.821 -1.724 -3.609  -0.08
C23 1.018 -2.836 -4.412  -0.07
C24 2.103 -2.877 -5.272  -0.06
C25 2.992 -1.811 -5.329  -0.05
C26 2.791 -0.695 -4.536  -0.08
C27 1.070 2.183 -3.641  -0.34
C28 1.050 2.143 -5.033  -0.07
C29 0.746 3.287 -5.756  -0.06
C30 0.464 4.473 -5.097  -0.07
C31 0.466 4.518 -3.710  -0.07
C32 0.757 3.376 -2.986  -0.10
H1 -1.280 1.738 -1.163  0.07
H2 -1.320 0.853 -2.839  0.10
H3 -2.876 -1.056 0.451  0.11
H4 -2.770 0.716 0.470  0.10
H5 -0.377 -0.987 4.102  0.11
H6 -1.107 0.030 6.205  0.12
H7 -2.541 2.045 6.180  0.11
H8 -3.164 3.084 4.026  0.11
H9 -2.372 2.130 1.921  0.09
H10 -2.428 -2.334 2.676  0.12
H11 -2.089 -4.748 2.998  0.11
H12 -0.004 -5.821 2.224  0.11
H13 1.747 -4.478 1.114  0.12
H14 1.413 -2.064 0.756  0.08
H15 -3.212 -0.272 -3.555  0.12
H16 -3.604 -2.285 -4.926  0.12
H17 -2.898 -4.502 -4.098  0.12
H18 -1.798 -4.707 -1.896  0.12
H19 -1.375 -2.706 -0.531  0.10
H20 -0.009 -1.708 -2.908  0.07
H21 0.338 -3.675 -4.351  0.10
H22 2.271 -3.750 -5.886  0.11
H23 3.850 -1.856 -5.984  0.11
H24 3.500 0.121 -4.559  0.12
H25 1.267 1.222 -5.554  0.10
H26 0.737 3.252 -6.836  0.11
H27 0.238 5.365 -5.665  0.11
H28 0.237 5.440 -3.196  0.11
H29 0.738 3.414 -1.900  0.09
O1 4.827 -0.447 -1.787  -0.23
S1 3.784 0.186 -1.066  0.31
O2 4.127 1.116 -0.016  -0.40
O3 3.006 1.158 -2.162  -0.48
O4 2.668 -0.689 -0.630  -0.50
F1 -0.369 2.360 0.299  -0.62
Br1 2.881 -0.156 6.515  0.74
C33 1.971 1.490 6.395  -0.75
C34 1.473 2.052 7.565  -0.13
C35 0.785 3.252 7.523  -0.07
C36 0.579 3.899 6.315  -0.08
C37 1.067 3.346 5.141  -0.15
C38 1.770 2.147 5.185  -0.71
I1 2.529 1.403 3.383  1.02
H30 1.635 1.545 8.505  0.10
H31 0.413 3.682 8.442  0.11
H32 0.041 4.834 6.281  0.11
H33 0.907 3.843 4.197  0.10

Forces on atoms 1 to 2 (eV/Å):
-0.7 0.4 -0.5
-0.1 -0.2 -0.2

C30H26N14S3Sc | ωB97M-V/def2-TZVPD

Output
- 2S+1 = 1
- total charge = +1
- energy above the lowest of the compared OMol25 structures with the same formula, charge and spin (kcal per mole) = 16.7

Each line ends with the Löwdin charge.
Positions of all 74 atoms, in Å:
Sc1 -0.613 0.996 -0.112  0.86
N1 1.682 4.890 -1.227  0.09
C1 0.893 3.961 -0.641  -0.87
S1 1.608 2.474 -0.120  0.66
N2 -0.371 4.303 -0.510  -0.01
N3 -1.129 3.265 -0.001  -0.12
C2 -2.200 3.644 0.578  -0.06
C3 -3.209 2.642 0.940  -0.27
C4 -4.319 2.956 1.704  0.00
C5 -5.255 1.962 1.941  -0.03
C6 -5.054 0.703 1.396  -0.03
C7 -3.910 0.478 0.648  -0.12
N4 -3.002 1.427 0.433  0.04
H1 2.678 4.772 -1.199  0.09
H2 1.302 5.809 -1.375  0.10
H3 -2.384 4.705 0.720  0.14
H4 -4.446 3.959 2.090  0.12
H5 -6.139 2.173 2.529  0.12
H6 -5.774 -0.092 1.529  0.12
H7 -3.704 -0.482 0.191  0.10
C8 1.891 -0.825 3.800  -0.10
C9 1.614 0.228 2.941  -0.11
N5 1.512 0.032 1.634  0.06
C10 1.741 -1.190 1.177  -0.21
C11 1.980 -2.248 2.044  -0.06
N6 2.042 -2.074 3.361  0.11
C12 1.765 -1.325 -0.309  -0.17
C13 2.517 -2.316 -0.917  0.07
C14 2.591 -2.370 -2.302  -0.12
C15 1.952 -1.368 -3.014  0.07
C16 1.238 -0.390 -2.343  -0.19
N7 1.107 -0.394 -1.012  0.06
C17 0.568 0.715 -3.077  -0.19
C18 0.841 1.013 -4.403  -0.04
N8 0.231 2.000 -5.054  0.12
C19 -0.665 2.700 -4.371  -0.07
C20 -0.937 2.435 -3.038  -0.07
N9 -0.310 1.454 -2.402  0.04
C21 3.334 -3.447 -3.004  -0.18
C22 2.820 -4.013 -4.161  -0.01
C23 3.533 -5.027 -4.783  -0.12
N10 4.699 -5.489 -4.335  0.07
C24 5.187 -4.934 -3.225  -0.12
C25 4.546 -3.923 -2.526  -0.01
H8 1.983 -0.659 4.866  0.11
H9 1.445 1.234 3.306  0.11
H10 2.098 -3.259 1.673  0.12
H11 3.039 -3.045 -0.313  0.12
H12 2.014 -1.358 -4.092  0.12
H13 1.583 0.456 -4.958  0.12
H14 -1.179 3.502 -4.885  0.12
H15 -1.648 3.025 -2.477  0.11
H16 1.865 -3.699 -4.565  0.12
H17 3.143 -5.491 -5.681  0.11
H18 6.140 -5.313 -2.876  0.11
H19 5.007 -3.502 -1.641  0.12
S2 -2.723 -1.904 -3.293  0.62
C26 -2.095 -1.162 -2.019  -0.95
N11 -1.632 -0.608 -1.083  -0.07
C27 -0.570 1.176 5.905  -0.08
C28 -1.920 0.904 5.243  -0.22
C29 -1.763 0.178 3.939  -0.59
N12 -1.318 0.723 2.864  0.05
N13 -1.217 -0.171 1.820  -0.11
C30 -1.603 -1.378 2.122  -0.70
N14 -1.603 -2.410 1.248  0.14
S3 -2.100 -1.516 3.761  1.16
H20 -0.707 1.697 6.851  0.08
H21 0.054 1.797 5.261  0.07
H22 -0.037 0.246 6.110  0.07
H23 -2.444 1.837 5.034  0.12
H24 -2.561 0.323 5.907  0.11
H25 -1.627 -2.150 0.268  0.06
H26 -2.077 -3.259 1.505  0.11

Forces on atoms 1 to 2 (eV/Å):
0.6 0.3 0.1
0.0 -0.2 0.1

What LUMO level values result from the calculations? In sequence: -0.20 -3.65 -3.29 eV.
What HOMO energy values result from the calculations? In sequence: -4.56 -10.75 -10.56 eV.
What frontier orbital gap values result from the calculations? In sequence: 4.36 7.11 7.27 eV.